Below is a molecular structure, C26H75N8O12Zn, with properties calculated with the ωB97M-V functional and the def2-TZVPD basis.

Structure (XYZ):
```
122
Properties=species:S:1:pos:R:3:forces:R:3:lowdin_charge:R:1
Zn 0.04608 0.53272 -0.23594 0.3 -1.8 -0.3 0.61
C -0.86311 -3.49428 0.01603 0.4 -0.8 -0.2 -0.05
C 0.41530 -2.68627 -0.26354 -0.6 1.2 2.4 -0.58
C 1.55991 -3.52977 -0.77287 -0.3 -0.7 -1.2 -0.06
O 0.17979 -1.43437 -0.85235 0.2 -0.4 -1.2 -0.29
H -1.31794 -3.90253 -0.88650 -0.3 0.2 -0.1 0.08
H -1.59068 -3.01962 0.67438 -0.1 0.7 -0.5 0.06
H -0.61812 -4.35729 0.63514 0.4 -0.4 -0.1 0.06
H 0.74254 -2.52420 0.76348 0.3 0.6 0.8 0.09
H 2.46589 -2.97245 -1.01097 -0.1 0.3 0.0 0.07
H 1.23043 -4.09148 -1.64696 0.2 0.1 -0.5 0.07
H 1.85538 -4.32166 -0.08460 -0.1 0.2 0.4 0.08
C -0.33397 3.64754 0.12051 -0.4 -3.8 1.2 -0.68
O -0.09834 2.45961 0.36695 -0.2 1.1 0.7 0.00
N -1.39380 4.32567 0.52395 -2.2 1.4 0.6 0.20
N 0.47234 4.37696 -0.55423 3.1 3.0 -2.6 0.20
H -1.45548 5.24815 0.11734 -0.7 -0.1 0.5 0.12
H -2.20963 3.94668 0.98319 0.5 -0.1 -0.1 0.11
H 0.18780 5.32083 -0.77384 0.6 -0.2 -0.2 0.12
H 1.32297 4.02815 -0.97242 -0.4 -0.2 0.3 0.12
C -2.04521 0.07725 2.02751 2.5 1.0 -1.2 -0.71
O -0.92879 0.26906 1.54861 0.1 -0.1 -0.2 0.02
N -2.19068 -0.66335 3.05488 0.2 -3.4 4.0 0.22
N -3.18688 0.58576 1.66721 -3.4 2.5 -2.1 0.20
H -1.40075 -1.24387 3.29800 -0.3 0.0 0.3 0.12
H -3.09231 -0.75967 3.49971 0.5 -0.4 0.2 0.13
H -3.24049 1.42988 1.11524 0.2 -0.5 -0.1 0.10
H -4.00633 0.38961 2.22412 0.1 0.3 -0.1 0.12
C 1.94839 0.93478 -2.69032 -2.3 -3.5 2.9 -0.73
O 1.06960 1.20595 -1.87931 -1.2 1.2 0.6 0.01
N 2.63768 1.82408 -3.26047 3.2 3.7 -2.9 0.22
N 2.28618 -0.32175 -2.95868 0.9 -1.3 -1.0 0.21
H 2.58693 2.79581 -2.98981 0.0 -0.4 -0.3 0.13
H 3.27698 1.49228 -3.96850 0.1 0.8 0.0 0.14
H 1.86843 -1.11585 -2.49500 -0.5 0.2 0.4 0.09
H 3.17529 -0.44380 -3.42201 -0.3 -0.5 0.1 0.12
C -2.69202 1.27714 -1.79035 -2.1 0.2 -1.3 -0.70
O -1.79822 1.04513 -1.03470 1.7 -0.7 1.5 0.05
N -3.63035 2.19780 -1.54411 -0.8 2.0 1.4 0.17
N -3.02406 0.66079 -2.89972 0.3 -1.8 -3.2 0.21
H -4.26025 2.46249 -2.28792 -0.1 0.2 0.8 0.12
H -3.58293 2.64953 -0.64201 -0.3 0.4 -0.7 0.09
H -2.56388 -0.15416 -3.27947 0.7 -0.4 0.6 0.07
H -3.70120 1.03820 -3.54714 0.0 0.0 0.5 0.12
C -4.13796 -2.17646 -1.16762 -0.7 0.3 -1.5 -0.09
C -5.31743 -1.43731 -0.53789 0.6 -0.6 0.6 -0.27
O -5.16113 -1.73222 0.87388 -1.1 0.8 -0.1 -0.10
H -4.23254 -2.19457 -2.25335 0.3 0.4 -0.2 0.07
H -4.05339 -3.24208 -0.95447 -0.4 0.1 0.7 0.08
H -3.20614 -1.68352 -0.89045 0.1 0.0 -0.1 0.06
H -6.33660 -1.60614 -0.88556 0.0 -1.5 0.3 0.11
H -5.36882 -0.37096 -0.75777 1.1 0.5 0.3 0.09
H -4.43076 -1.17318 1.14892 0.2 -0.2 -0.1 0.01
C 0.45253 -5.08922 3.66592 -0.7 0.6 -0.6 -0.06
C -0.13477 -3.67540 3.95727 1.6 -2.0 -1.4 -0.32
O 0.64461 -3.07187 4.94778 -0.2 0.8 1.0 -0.08
H -0.04705 -5.39136 2.74547 -0.6 -0.7 0.3 0.06
H 0.33244 -5.74584 4.52762 -0.2 -0.2 -0.3 0.08
H 1.48242 -5.15469 3.31500 0.3 0.7 0.6 0.06
H -1.20478 -3.79656 4.12607 0.0 0.4 0.4 0.12
H 0.05405 -3.12647 3.03471 -0.5 0.4 -0.2 0.08
H 0.12320 -2.87829 5.73026 0.1 0.0 0.1 0.10
C -1.69799 3.24411 4.09972 -1.8 -0.7 -0.3 -0.05
C -0.46628 3.10710 4.94440 0.5 -1.0 -1.7 -0.54
C 0.73913 2.73098 4.09524 -0.2 -1.1 0.4 -0.05
O -0.14737 4.28036 5.55016 0.0 2.1 1.8 -0.02
H -2.20654 2.28470 4.00473 0.3 -0.4 -0.3 0.06
H -1.56478 3.62923 3.08876 0.4 0.2 0.1 0.05
H -2.50097 3.80762 4.57488 0.3 0.5 0.3 0.09
H -0.65359 2.31691 5.67145 0.2 0.3 0.4 0.15
H 1.63750 2.85389 4.70015 0.0 -0.1 0.0 0.09
H 0.82816 3.35065 3.20295 -0.1 -0.1 -0.1 0.08
H 0.61576 1.67753 3.84398 0.4 0.0 -0.6 0.08
H 0.03348 4.90936 4.84784 0.1 0.3 0.1 0.10
C 4.00914 -2.59057 5.03478 0.3 -0.5 1.0 -0.06
C 3.88790 -1.88127 3.72067 1.2 -1.2 -0.6 -0.51
C 4.30528 -2.81272 2.54039 -0.7 0.6 1.1 -0.02
O 2.61504 -1.42254 3.43377 -1.1 2.0 -0.7 -0.05
H 5.05861 -2.84313 5.18621 0.0 -0.4 -0.2 0.09
H 3.38581 -3.48141 5.11192 0.1 -0.2 -0.3 0.08
H 3.78764 -2.02596 5.94045 -0.4 0.6 -0.3 0.08
H 4.59132 -1.04978 3.76462 -0.3 0.5 -0.2 0.12
H 4.16918 -2.26738 1.60648 0.2 -0.1 0.0 0.05
H 3.52514 -3.57109 2.60637 0.3 -0.5 -0.4 0.07
H 5.31124 -3.21676 2.65389 -0.1 -0.1 -0.1 0.08
H 1.87580 -2.00747 3.61538 0.4 -0.5 0.6 0.06
C 3.66861 1.50606 2.12276 0.0 1.0 0.1 -0.01
C 3.14302 1.13685 0.70715 -0.1 -0.5 1.2 -0.39
C 4.06916 0.22085 -0.02539 1.6 -0.7 -0.5 -0.05
O 1.88196 0.43398 0.86096 0.7 0.8 0.1 -0.08
H 4.03072 0.71402 2.77825 0.1 -0.5 -0.8 0.06
H 2.95159 1.98372 2.79044 -0.6 0.1 -0.6 0.06
H 4.45924 2.25414 2.06453 0.3 -0.1 -0.3 0.09
H 3.00750 2.01787 0.07982 -0.5 0.2 0.3 0.13
H 4.88140 0.73942 -0.53475 -0.1 0.5 -0.2 0.09
H 3.58294 -0.40542 -0.77335 -0.3 0.2 0.1 0.07
H 4.64516 -0.44187 0.62045 -0.4 -0.2 0.3 0.07
H 2.04847 -0.08707 1.64987 -0.5 -0.7 0.4 0.08
C -0.31397 2.65722 -5.46087 1.7 -2.6 0.5 -0.07
C -1.09681 3.65040 -4.71950 1.2 0.1 -0.4 -0.55
C -0.18805 4.42020 -3.80339 0.5 0.3 1.5 -0.05
O -1.74073 4.43782 -5.62847 -2.5 1.8 -0.7 -0.01
H 0.64257 2.92838 -5.90764 -0.2 0.9 -0.3 0.09
H -0.87478 2.04574 -6.16775 -0.2 0.2 0.1 0.09
H 0.04599 2.01768 -4.65495 0.0 -0.9 -0.1 0.06
H -1.81793 3.06766 -4.14635 -0.4 0.4 0.1 0.13
H -0.70471 4.96544 -3.01353 -0.4 0.3 -0.3 0.07
H 0.50021 5.11859 -4.27946 -0.2 0.0 -0.5 0.09
H 0.42950 3.73600 -3.22149 0.1 -0.3 -0.1 0.04
H -1.16497 4.87376 -6.26096 0.3 -0.2 0.2 0.11
C 0.11656 -2.96070 -4.71244 -0.9 1.0 -1.7 -0.03
C -0.78490 -1.69861 -4.54142 -0.7 -0.8 0.4 -0.45
C -1.87857 -1.49796 -5.64230 0.8 0.3 0.7 -0.03
O -1.50174 -1.82551 -3.33158 -1.2 -0.3 0.2 -0.10
H 0.79140 -3.27974 -3.91815 -0.1 0.6 0.1 0.06
H 0.62570 -2.75658 -5.65437 0.7 -0.3 0.1 0.07
H -0.51823 -3.80891 -4.96877 -0.2 0.0 0.3 0.08
H -0.25586 -0.76446 -4.35285 0.8 0.0 -1.0 0.11
H -2.68377 -2.23100 -5.59325 0.5 -0.5 -0.1 0.08
H -1.45502 -1.39373 -6.64123 -0.1 -0.3 0.0 0.08
H -2.40526 -0.56631 -5.43557 0.2 0.3 0.0 0.05
H -0.83538 -1.86962 -2.64192 0.2 0.2 1.2 0.05
```
Forces are in eV/Å.

Calculated values
LUMO energy in eV: -2.308
Net charge: +1
HOMO level in eV: -10.104


Below is a molecular structure, C26H76ClGaN12O5P5S, with properties calculated with the ωB97M-V functional and the def2-TZVPD basis.

Structure (XYZ):
```
127
Properties=species:S:1:pos:R:3:forces:R:3:lowdin_charge:R:1
C 1.80592 0.56478 -7.25439 -5.8 -0.5 -2.0 -0.10
C 0.65726 0.15385 -7.77759 5.9 2.3 3.2 -0.27
Ga -1.28001 -0.32193 -8.41415 0.9 -0.8 -1.3 -0.18
S -2.07373 -2.13841 -7.24675 -0.9 -0.8 -0.3 0.14
P -2.56917 1.63318 -8.17566 -0.4 1.3 1.5 0.31
O -4.00566 1.18837 -7.28109 1.5 -0.5 -0.1 -0.51
Cl -3.17359 2.30045 -10.09794 -0.3 -0.8 0.4 -0.01
H 2.53271 1.31250 -6.75044 -1.5 -1.9 -1.2 0.01
H -1.30004 -0.71913 -9.97654 0.2 0.1 0.3 -0.10
H -2.92071 -2.78988 -8.16846 1.0 1.1 0.8 -0.22
H -3.63275 0.63139 -6.54015 -0.7 0.5 -1.2 0.01
O 2.23050 3.65197 -4.22735 -3.7 0.8 2.2 -0.29
P 2.67819 3.86956 -2.77162 7.6 -1.9 -3.5 0.76
N 3.78924 5.08436 -3.22676 0.9 2.1 -0.3 -0.35
C 5.22906 5.10314 -3.07259 0.0 -0.1 0.4 -0.14
C 3.23434 6.35514 -3.67696 -0.6 -0.2 -0.2 -0.13
N 3.49061 2.33942 -2.67050 -0.3 -0.7 0.0 -0.31
C 4.88670 2.14921 -2.31449 0.0 -0.1 0.9 -0.15
C 3.15228 1.33998 -3.69309 -0.5 0.0 0.1 -0.15
N 3.15138 4.13114 -1.07808 -3.6 0.3 0.7 -0.27
C 2.14685 3.43069 -0.22997 0.0 -0.7 0.5 -0.15
C 3.22413 5.48653 -0.51278 0.3 0.6 -0.2 -0.13
H 5.55255 4.78605 -2.07644 0.0 -0.2 0.0 0.06
H 5.65165 6.11096 -3.18900 -0.4 -0.1 -0.1 0.08
H 5.71110 4.47680 -3.82462 0.2 -0.1 0.0 0.07
H 2.77720 6.89917 -2.84396 -0.1 0.3 0.0 0.06
H 2.45972 6.19935 -4.43231 0.0 0.0 0.0 0.07
H 3.98081 7.01475 -4.12939 0.1 -0.3 0.1 0.08
H 5.55511 2.38424 -3.14767 0.1 0.0 -0.1 0.07
H 5.07385 1.10455 -2.03743 -0.2 0.0 -0.1 0.07
H 5.18612 2.72472 -1.43702 -0.1 0.2 -0.2 0.06
H 3.60977 1.58216 -4.65674 -0.1 0.0 -0.1 0.07
H 2.07013 1.25930 -3.81701 0.2 0.2 -0.2 0.08
H 3.49145 0.33764 -3.39670 0.1 0.3 0.2 0.08
H 1.15205 3.87133 -0.35954 0.1 0.0 0.3 0.08
H 2.41473 3.47622 0.83099 0.1 0.1 -0.2 0.08
H 2.07460 2.37089 -0.48833 0.1 0.2 -0.2 0.06
H 2.27300 6.02117 -0.60686 0.1 0.0 0.2 0.09
H 4.00858 6.09905 -0.95765 -0.1 -0.2 -0.3 0.07
H 3.48842 5.43604 0.54893 -0.2 -0.3 -0.1 0.09
O -0.91540 -0.06313 3.11779 0.8 -1.7 4.1 -0.31
P -0.12656 -1.35337 2.82728 -1.4 2.3 -8.3 0.75
N 1.06586 -0.52023 1.93275 1.9 1.0 -0.3 -0.35
C 1.43131 -0.67370 0.53859 0.0 -0.5 -0.2 -0.13
C 1.97073 0.34555 2.67742 -0.4 0.1 0.5 -0.14
N -1.33561 -1.98810 1.75790 -0.7 -0.1 0.3 -0.31
C -1.10925 -2.40636 0.38336 0.2 -0.9 -0.1 -0.14
C -2.66688 -1.37079 1.82149 -0.1 -0.1 0.5 -0.15
N 0.76893 -2.86527 2.55726 -0.2 -0.4 3.7 -0.27
C 0.19723 -3.88473 3.48176 -0.5 -0.7 -0.1 -0.15
C 2.21928 -2.93691 2.78687 0.5 0.4 -0.3 -0.13
H 1.54057 -1.72109 0.24238 -0.2 0.0 -0.1 0.06
H 2.40562 -0.22188 0.30496 -0.2 0.0 0.4 0.08
H 0.70202 -0.18849 -0.11123 -0.1 -0.1 -0.2 0.08
H 2.65651 -0.24566 3.29385 0.3 0.1 0.2 0.06
H 1.41748 1.01065 3.34595 0.0 0.0 0.0 0.07
H 2.57910 0.98876 2.03466 -0.2 -0.2 -0.1 0.07
H -1.03897 -1.55238 -0.29568 0.0 0.0 0.0 0.08
H -1.93880 -3.03020 0.02990 0.0 0.1 0.2 0.08
H -0.22441 -3.03393 0.26801 0.0 0.3 0.1 0.07
H -2.67689 -0.38848 1.33969 -0.1 0.1 0.1 0.08
H -3.00030 -1.26908 2.85680 0.2 0.2 -0.2 0.07
H -3.42051 -2.00037 1.32851 0.4 -0.1 -0.1 0.08
H 0.35737 -3.59696 4.52675 0.1 -0.3 0.0 0.07
H 0.64360 -4.87111 3.31799 0.1 0.2 0.0 0.08
H -0.87904 -4.00102 3.33221 0.2 0.2 -0.1 0.08
H 2.48673 -2.65054 3.80972 0.1 -0.1 0.0 0.08
H 2.79739 -2.32356 2.09553 -0.3 0.2 0.0 0.07
H 2.57687 -3.95669 2.60904 -0.4 0.0 0.2 0.09
O -0.78321 -6.21350 6.24361 3.1 0.2 -3.2 -0.31
P 0.26338 -7.24695 6.69857 -5.4 -0.8 6.8 0.75
N -0.89820 -8.49527 6.78567 -1.1 -1.8 -0.6 -0.35
C -1.31921 -9.26654 7.93745 0.4 -0.1 0.2 -0.14
C -1.43314 -8.99253 5.52395 0.1 0.5 -0.3 -0.13
N 0.46335 -6.52118 8.26179 0.3 0.7 0.1 -0.31
C 0.29462 -7.20272 9.53476 0.8 -0.4 0.3 -0.15
C -0.03252 -5.14786 8.42350 0.3 0.2 -0.3 -0.14
N 1.50798 -8.41915 7.18642 1.9 1.3 -3.0 -0.27
C 2.83172 -7.78120 6.93980 0.6 0.3 0.5 -0.15
C 1.60881 -9.73230 6.53218 -0.5 -0.5 -0.1 -0.13
H -0.47763 -9.62394 8.53838 0.0 0.1 0.1 0.06
H -1.86165 -10.17998 7.65672 0.1 0.3 -0.3 0.08
H -1.99395 -8.68814 8.56991 0.0 0.0 0.2 0.07
H -0.67366 -9.55675 4.97261 0.0 -0.2 -0.2 0.06
H -1.75944 -8.16847 4.88417 0.0 0.0 0.0 0.07
H -2.29969 -9.64762 5.65206 0.2 0.1 0.2 0.08
H -0.76066 -7.32948 9.79195 -0.1 0.0 0.0 0.07
H 0.75531 -6.62417 10.34450 -0.1 0.1 -0.2 0.08
H 0.79447 -8.17182 9.57000 -0.2 0.0 -0.2 0.07
H -1.12435 -5.12077 8.48896 -0.1 0.1 -0.1 0.08
H 0.29574 -4.51493 7.59591 -0.3 -0.2 0.1 0.07
H 0.37547 -4.68259 9.33154 0.0 -0.4 0.0 0.08
H 2.97683 -7.58242 5.87204 0.2 -0.2 0.1 0.08
H 3.65335 -8.41292 7.29299 -0.2 -0.1 -0.1 0.08
H 2.92011 -6.82879 7.46887 -0.3 -0.1 0.0 0.07
H 1.74172 -9.64115 5.44901 0.1 -0.1 0.0 0.09
H 0.74969 -10.37623 6.72036 -0.2 0.4 0.0 0.07
H 2.45958 -10.28917 6.93881 0.1 0.4 0.0 0.09
O -1.74488 6.80673 -3.19136 -0.9 3.9 -2.0 -0.33
P -2.98043 6.44990 -4.04052 1.4 -8.1 3.2 0.75
N -3.87430 5.94654 -2.67390 -1.5 0.2 1.7 -0.35
C -4.42169 4.63818 -2.37717 -0.2 -0.2 -0.4 -0.14
C -4.30744 6.98308 -1.74642 0.5 0.3 -0.2 -0.15
N -2.21802 5.08509 -4.78735 0.5 0.3 -0.2 -0.30
C -2.73447 3.72513 -4.78352 -0.6 -0.3 -0.8 -0.14
C -0.75446 5.00612 -4.68705 0.1 0.3 -0.4 -0.15
N -4.39385 6.09509 -5.05944 0.4 3.6 -1.3 -0.26
C -4.13844 6.70936 -6.39240 0.2 -0.4 -0.8 -0.15
C -5.73369 6.57270 -4.68783 -0.3 -0.1 0.6 -0.14
H -4.93974 4.19241 -3.23121 0.2 -0.1 -0.1 0.06
H -5.18107 4.66988 -1.58314 0.2 0.3 -0.1 0.08
H -3.64236 3.95728 -2.03289 0.0 -0.2 -0.1 0.07
H -5.08950 7.60623 -2.19369 -0.2 0.2 0.1 0.06
H -3.47659 7.64091 -1.47729 0.0 0.0 -0.1 0.07
H -4.70323 6.58330 -0.80804 0.1 -0.2 -0.2 0.08
H -2.55987 3.22637 -3.82555 0.0 0.0 0.1 0.07
H -2.23917 3.12292 -5.55395 0.1 0.2 0.0 0.04
H -3.79522 3.66938 -5.03212 0.1 0.2 0.2 0.07
H -0.43768 4.70533 -3.68356 0.1 0.0 0.1 0.06
H -0.29417 5.96425 -4.93991 -0.1 -0.1 0.3 0.07
H -0.34359 4.28363 -5.40463 -0.4 0.0 0.2 0.08
H -4.06434 7.80006 -6.31229 -0.2 0.0 -0.1 0.07
H -4.93190 6.46378 -7.10573 0.0 0.0 0.2 0.08
H -3.20409 6.34488 -6.82682 -0.1 -0.1 0.3 0.08
H -5.76180 7.66107 -4.56706 -0.2 0.0 -0.1 0.08
H -6.11839 6.11529 -3.77610 0.4 0.0 0.1 0.07
H -6.45876 6.29200 -5.45904 0.4 0.1 -0.2 0.09
```
Forces are in eV/Å.

Calculated values
LUMO energy in eV: -0.160
Net charge: -1
HOMO level in eV: -4.044